Record 1
{
  "formula": "C10H30INO8Pd",
  "method": "wB97M-V/def2-TZVPD",
  "elements": ["Pd", "I", "O", "H", "C", "C", "C", "O", "C", "N", "H", "H", "H", "H", "H", "H", "H", "H", "H", "H", "H", "C", "C", "O", "O", "H", "H", "H", "H", "H", "H", "C", "C", "O", "O", "H", "H", "H", "H", "H", "H", "C", "C", "O", "O", "H", "H", "H", "H", "H", "H"],
  "positions_angstrom": [[-17.4428, 23.6503, 11.1472], [-17.3357, 22.0974, 13.5797], [-15.3774, 23.9640, 10.9082], [-14.5829, 23.5764, 11.3241], [-19.4885, 25.8985, 7.9212], [-19.1632, 25.4001, 9.2657], [-20.1700, 24.3981, 9.8266], [-19.6117, 23.9031, 11.0809], [-20.5892, 23.0787, 11.7844], [-17.8283, 24.8016, 9.3126], [-20.4988, 26.3034, 7.8627], [-19.5527, 25.0500, 7.2400], [-18.8410, 26.7423, 7.6826], [-19.2096, 26.2649, 9.9277], [-20.3471, 23.6412, 9.0626], [-21.1090, 24.9037, 10.0518], [-21.5606, 23.5645, 11.8774], [-20.2939, 22.8977, 12.8179], [-20.8844, 22.1201, 11.3578], [-17.2059, 25.5784, 9.1416], [-17.6924, 24.2764, 8.4606], [-17.4502, 21.4342, 7.6140], [-17.0858, 21.2832, 9.1195], [-18.0544, 21.6539, 10.1089], [-17.5215, 22.8560, 7.3919], [-18.4396, 21.0486, 7.3680], [-16.6614, 21.0952, 6.9425], [-16.1791, 21.8013, 9.4320], [-16.8433, 20.2546, 9.3864], [-18.8043, 21.0564, 10.0600], [-17.3934, 22.9977, 6.4511], [-16.8137, 26.5411, 12.7424], [-16.7307, 26.5161, 14.2732], [-17.9702, 27.0468, 14.7629], [-17.7917, 25.5962, 12.2601], [-15.8491, 26.3014, 12.2951], [-17.1377, 27.5058, 12.3518], [-15.9591, 27.2365, 14.5449], [-16.4239, 25.5684, 14.7158], [-18.5458, 26.4140, 15.1985], [-18.6037, 26.0294, 12.5332], [-13.9414, 24.8425, 7.9379], [-14.0342, 26.1305, 8.8095], [-15.2331, 26.1322, 9.5387], [-13.8225, 23.7700, 8.8641], [-13.0946, 24.8672, 7.2520], [-14.8262, 24.7386, 7.3099], [-13.9734, 27.0392, 8.2106], [-13.1269, 26.0403, 9.4068], [-15.3024, 25.3815, 10.1332], [-14.3958, 23.8371, 9.6312]],
  "lowdin_charge": [0.835, -0.139, -0.437, 0.028, -0.054, -0.431, -0.142, -0.327, -0.098, 0.032, 0.088, 0.086, 0.099, 0.142, 0.132, 0.131, 0.083, 0.039, 0.087, 0.078, 0.051, -0.154, -0.191, -0.187, -0.114, 0.116, 0.127, 0.110, 0.124, 0.101, 0.096, -0.188, -0.208, -0.073, -0.184, 0.110, 0.127, 0.115, 0.114, 0.087, 0.092, -0.232, -0.237, -0.110, -0.098, 0.109, 0.095, 0.111, 0.116, -0.026, -0.029],
  "charge": 0,
  "spin_multiplicity": 3,
  "e_homo_ha": [-0.2685, -0.2773],
  "orbital_gap_ev": [7.40, 7.25],
  "energy_ev": -40304.371
}

=====

Record 2
{
  "formula": "C10H30LiO5S3",
  "method": "wB97M-V/def2-TZVPD",
  "elements": ["Li", "C", "C", "O", "H", "H", "H", "H", "H", "H", "C", "C", "O", "H", "H", "H", "H", "H", "H", "C", "S", "O", "C", "H", "H", "H", "H", "H", "H", "C", "S", "O", "C", "H", "H", "H", "H", "H", "H", "C", "S", "O", "C", "H", "H", "H", "H", "H", "H"],
  "positions_angstrom": [[-0.2322, 0.0385, -0.0979], [1.0568, -0.7195, -3.8149], [1.6778, -0.6955, -2.4999], [2.2668, 0.5965, -2.0419], [1.9848, -0.4095, -4.7109], [0.2448, -0.0345, -3.7399], [0.8498, -1.6095, -4.2989], [2.6028, -1.1535, -2.5249], [1.1308, -1.0385, -1.6989], [2.4758, 0.2985, -1.1239], [-0.4802, 2.2555, -1.1209], [-1.5062, 2.5305, 0.0061], [-0.9232, 1.9015, 1.1721], [-0.6522, 2.8315, -1.8839], [-0.7042, 1.4665, -1.6479], [0.7518, 2.4635, -0.8399], [-2.4982, 2.1475, -0.1499], [-1.5092, 3.5415, 0.3191], [-1.0882, 2.3335, 1.9951], [-2.6172, -0.0365, 2.5951], [-1.4932, -1.3825, 2.6651], [-0.6442, -1.1735, 1.3901], [-0.4662, -0.6635, 3.9931], [-3.3272, -0.1525, 3.3771], [-2.7172, 0.1015, 1.5301], [-2.1442, 0.9015, 2.7141], [0.2808, -1.3755, 4.2791], [-1.0482, -0.6475, 4.7761], [0.0658, 0.2715, 3.8551], [4.0618, 1.3605, 0.4631], [2.5678, 0.8675, 1.2931], [1.6658, 0.2245, 0.2131], [3.2338, -0.3705, 2.3251], [4.7168, 1.4515, 1.3641], [3.7038, 2.2155, 0.0971], [4.5018, 0.5165, -0.0589], [2.4418, -0.8145, 2.9341], [3.9398, 0.0735, 2.9541], [3.5808, -1.1755, 1.6301], [-1.9252, -2.2135, -2.5379], [-2.1612, -2.2345, -0.8249], [-1.0492, -1.2275, -0.5099], [-3.6912, -1.2715, -0.7149], [-1.1712, -2.9585, -2.8909], [-1.3672, -1.3325, -2.9379], [-2.7622, -2.4665, -3.1859], [-3.3262, -0.3335, -1.3529], [-3.9062, -1.0405, 0.2341], [-4.3932, -1.8585, -0.9679]],
  "lowdin_charge": [0.536, -0.081, -0.304, -0.149, 0.188, 0.053, 0.036, 0.095, 0.057, -0.019, -0.050, -0.201, -0.148, 0.020, -0.004, 0.191, 0.109, 0.109, 0.074, -0.253, 0.972, -0.648, -0.221, 0.068, 0.034, 0.024, 0.048, -0.015, 0.075, -0.196, 0.929, -0.611, -0.246, 0.083, 0.009, 0.089, 0.051, 0.043, 0.099, -0.283, 0.986, -0.706, -0.166, 0.082, 0.059, 0.070, 0.137, -0.006, -0.018],
  "charge": 1,
  "spin_multiplicity": 1,
  "de_lowest_ev": 2.581,
  "e_homo_ha": -0.4110,
  "orbital_gap_ev": 9.08,
  "energy_ev": -53790.684
}

=====

Record 3
{
  "formula": "C10H30O5",
  "method": "wB97M-V/def2-TZVPD",
  "elements": ["C", "C", "O", "H", "H", "H", "H", "H", "H", "C", "C", "O", "H", "H", "H", "H", "H", "H", "C", "C", "O", "H", "H", "H", "H", "H", "H", "C", "C", "O", "H", "H", "H", "H", "H", "H", "C", "C", "O", "H", "H", "H", "H", "H", "H"],
  "positions_angstrom": [[-14.6684, 9.4135, 8.3538], [-14.0332, 10.7798, 8.4164], [-14.7148, 11.6172, 9.3365], [-14.0588, 8.7337, 7.7595], [-15.6749, 9.4502, 7.9279], [-14.7945, 9.0151, 9.3627], [-14.0298, 11.2644, 7.4296], [-12.9787, 10.6580, 8.6935], [-14.0712, 12.1775, 9.7828], [-13.7582, 5.8779, 9.7315], [-14.3768, 5.1247, 10.8957], [-15.4211, 4.2576, 10.4967], [-13.3615, 5.2181, 8.9523], [-12.9482, 6.5389, 10.0392], [-14.5188, 6.4732, 9.2167], [-14.8132, 5.8195, 11.6125], [-13.5934, 4.5787, 11.4438], [-15.0758, 3.6725, 9.8163], [-17.3477, 13.5151, 8.9328], [-17.1847, 12.8058, 7.6073], [-18.3138, 13.0145, 6.7384], [-16.4496, 13.4685, 9.5476], [-18.1939, 13.1708, 9.5264], [-17.5115, 14.5975, 8.7965], [-17.1644, 11.7358, 7.8022], [-16.2721, 13.1190, 7.0986], [-18.3681, 13.9538, 6.5446], [-11.7434, 11.2381, 4.9227], [-12.3219, 9.8560, 4.6632], [-11.5697, 8.8262, 5.3162], [-10.9781, 11.5614, 4.2143], [-11.3106, 11.2165, 5.9232], [-12.5278, 11.9961, 4.8929], [-12.4331, 9.6055, 3.6054], [-13.3149, 9.8334, 5.1122], [-10.7264, 8.7281, 4.8659], [-14.5080, 14.1654, 11.7934], [-13.1387, 14.3359, 11.1472], [-12.5884, 13.0843, 10.7227], [-14.4338, 14.2533, 12.8776], [-14.9015, 13.1757, 11.5624], [-15.2313, 14.9051, 11.4524], [-12.4497, 14.8157, 11.8488], [-13.1610, 14.9998, 10.2809], [-11.8567, 12.8410, 11.2931]],
  "lowdin_charge": [-0.089, -0.320, -0.093, 0.070, 0.072, 0.072, 0.101, 0.114, 0.030, -0.098, -0.334, -0.076, 0.074, 0.074, 0.062, 0.110, 0.108, 0.079, -0.093, -0.309, -0.089, 0.039, 0.079, 0.075, 0.103, 0.108, 0.071, -0.094, -0.313, -0.092, 0.067, 0.073, 0.069, 0.109, 0.099, 0.078, -0.076, -0.287, -0.091, 0.071, 0.066, 0.072, 0.110, 0.110, 0.093],
  "charge": 0,
  "spin_multiplicity": 1,
  "de_lowest_ev": 0.753,
  "smiles": "CCO.CCO.CCO.CCO.CCO",
  "e_homo_ha": -0.3632,
  "orbital_gap_ev": 10.44,
  "energy_ev": -21092.439
}

=====

Record 4
{
  "formula": "C10H30O5",
  "method": "wB97M-V/def2-TZVPD",
  "elements": ["C", "C", "O", "H", "H", "H", "H", "H", "H", "C", "C", "O", "H", "H", "H", "H", "H", "H", "C", "C", "O", "H", "H", "H", "H", "H", "H", "C", "C", "O", "H", "H", "H", "H", "H", "H", "C", "C", "O", "H", "H", "H", "H", "H", "H"],
  "positions_angstrom": [[48.5170, 46.2820, 15.1540], [49.7280, 45.8070, 14.3630], [49.4920, 44.4390, 13.9650], [48.6500, 47.1180, 15.6090], [48.3070, 45.6200, 16.0170], [47.4790, 46.3400, 14.5730], [50.6010, 46.0480, 14.8770], [49.7370, 46.4870, 13.4380], [50.2450, 44.3280, 13.4270], [51.4850, 46.4660, 18.4950], [51.6520, 47.8140, 17.5680], [52.1210, 47.5020, 16.2830], [50.6900, 45.9730, 17.9880], [51.1560, 46.9230, 19.4860], [52.5210, 45.7140, 18.5320], [52.1400, 48.5760, 18.1180], [50.6520, 48.2020, 17.7010], [52.1090, 48.3750, 15.8770], [45.6930, 44.0160, 13.3080], [46.5040, 44.7780, 12.1820], [45.7760, 44.7490, 11.0720], [44.9120, 44.6260, 13.4780], [46.2870, 44.0700, 14.2090], [45.3520, 42.8610, 12.9990], [47.4340, 44.3250, 11.9610], [46.6810, 45.6930, 12.6320], [46.2850, 45.2740, 10.2520], [52.8090, 41.9800, 13.2550], [52.8480, 43.4660, 12.7930], [51.5810, 43.8420, 12.2900], [53.7120, 41.9290, 13.9290], [52.7700, 41.3090, 12.3240], [52.0620, 41.7880, 13.9390], [53.7060, 43.7040, 12.0840], [53.0500, 44.2660, 13.6140], [51.6320, 44.0640, 11.3440], [48.6290, 41.9520, 18.3640], [49.3810, 42.8410, 17.3390], [48.6670, 42.7700, 16.0230], [48.6120, 40.8810, 18.0540], [47.5730, 42.1500, 18.1790], [48.9990, 41.8240, 19.3590], [50.2870, 42.7110, 16.9780], [49.5100, 43.9140, 17.5640], [49.1910, 43.4490, 15.6030]],
  "lowdin_charge": [-0.067, -0.265, -0.075, -0.015, 0.079, 0.117, 0.067, 0.136, 0.004, -0.070, -0.333, -0.065, 0.001, 0.078, 0.143, 0.081, 0.089, 0.090, -0.046, -0.411, -0.105, 0.010, 0.046, 0.145, 0.090, 0.063, 0.193, -0.071, -0.312, -0.114, 0.088, 0.106, 0.028, 0.122, 0.132, 0.110, -0.060, -0.241, -0.113, 0.077, 0.073, 0.054, 0.047, 0.091, 0.003],
  "charge": 0,
  "spin_multiplicity": 1,
  "de_lowest_ev": 5.393,
  "smiles": "CCO.CCO.CCO.CCO.CCO",
  "e_homo_ha": -0.3440,
  "orbital_gap_ev": 9.77,
  "energy_ev": -21087.799
}